DFT (ωB97M-V with the def2-TZVPD basis set) results for a cluster of 7 separate species, C40H96F6N5O6P in total at a distorted geometry.

The geometry in XYZ format:
```
154
Properties=species:S:1:pos:R:3:lowdin_charge:R:1
C 13.404 8.345 21.086 -0.074
C 12.661 8.382 19.736 -0.245
C 13.597 8.125 18.610 -0.239
C 12.916 8.401 17.285 -0.138
N 13.658 8.413 15.973 -0.193
C 14.296 7.155 15.534 -0.108
C 14.483 7.437 14.051 -0.119
C 13.123 8.043 13.553 -0.130
C 12.571 8.605 14.817 -0.075
C 14.589 9.612 16.046 -0.143
C 15.929 9.262 16.579 -0.239
C 16.651 10.572 16.916 -0.055
H 13.893 7.434 21.282 0.064
H 12.823 8.564 21.927 0.060
H 14.255 9.043 21.068 0.084
H 12.228 9.399 19.540 0.127
H 11.833 7.669 19.713 0.124
H 14.031 7.088 18.671 0.150
H 14.497 8.746 18.725 0.102
H 12.446 9.354 17.498 0.128
H 12.127 7.629 17.224 0.148
H 15.180 6.905 16.134 0.141
H 13.657 6.333 15.706 0.135
H 15.248 8.179 13.897 0.099
H 14.588 6.471 13.507 0.140
H 13.265 8.731 12.744 0.114
H 12.397 7.222 13.320 0.140
H 12.443 9.711 14.770 0.143
H 11.653 8.112 15.169 0.137
H 14.113 10.392 16.675 0.146
H 14.612 10.075 15.061 0.136
H 16.567 8.699 15.911 0.112
H 15.712 8.615 17.440 0.096
H 15.953 11.280 17.365 0.082
H 16.873 10.976 15.933 0.069
H 17.504 10.476 17.549 0.079
C 12.355 20.742 24.908 -0.095
C 11.544 20.748 23.829 -0.198
C 11.644 19.956 22.568 -0.160
C 11.656 20.691 21.257 -0.117
N 12.227 19.966 20.015 -0.164
C 12.319 21.014 18.930 -0.153
C 12.315 20.433 17.577 -0.159
C 11.435 19.157 17.702 -0.135
C 11.217 18.864 19.215 0.037
C 13.580 19.339 20.229 -0.153
C 14.537 20.294 20.876 -0.229
C 15.894 19.575 21.084 -0.073
H 11.856 20.924 25.849 0.107
H 12.557 21.784 24.588 0.133
H 13.289 20.258 25.166 0.105
H 4.916 9.008 25.283 -0.176
H 10.915 21.559 23.903 0.098
H 10.564 19.553 22.934 0.183
H 12.482 19.116 22.683 0.165
H 12.279 21.515 21.302 0.097
H 10.676 21.057 21.100 0.130
H 13.071 21.788 19.187 0.144
H 11.397 21.543 19.181 0.136
H 13.298 20.397 17.166 0.110
H 11.787 21.019 16.841 0.122
H 11.955 18.362 17.015 0.149
H 10.477 19.235 17.150 0.119
H 11.542 17.909 19.616 0.122
H 10.271 19.209 19.536 0.108
H 13.899 18.996 19.241 0.147
H 13.525 18.428 20.766 0.115
H 14.344 20.704 21.911 0.133
H 14.596 21.209 20.266 0.112
H 15.934 18.673 21.689 0.091
H 16.557 20.344 21.452 0.078
H 16.308 19.492 20.095 0.069
C 24.953 14.093 12.144 -0.034
O 23.563 13.603 12.365 -0.227
C 23.423 12.397 11.548 -0.163
C 21.901 11.939 11.718 -0.085
N 21.602 11.780 13.152 0.056
H 21.887 10.835 13.361 0.167
H 22.203 12.514 13.601 0.187
C 20.194 11.892 13.624 -0.114
C 19.433 10.680 13.181 -0.189
O 19.963 9.515 13.859 -0.198
C 19.747 8.317 13.131 -0.095
H 25.084 14.957 12.847 0.108
H 24.959 14.419 11.099 0.097
H 25.673 13.365 12.367 0.069
H 24.128 11.616 11.900 0.133
H 23.623 12.467 10.441 0.147
H 21.844 10.993 11.219 0.125
H 21.192 12.618 11.299 0.131
H 19.722 12.753 13.253 0.093
H 20.289 12.012 14.733 0.154
H 19.410 10.598 12.059 0.143
H 18.368 10.793 13.565 0.148
H 20.119 7.474 13.688 0.092
H 20.216 8.372 12.116 0.100
H 18.675 8.199 12.895 0.088
C 13.385 17.851 3.807 -0.043
O 12.120 18.349 4.303 -0.211
C 12.106 19.791 4.456 -0.168
C 11.288 20.217 5.701 -0.035
N 9.964 19.364 5.680 0.067
H 10.296 18.464 5.216 0.187
H 9.762 19.048 6.610 0.147
C 8.660 20.034 5.252 -0.087
C 7.454 19.166 5.114 -0.275
O 7.461 18.188 6.075 -0.160
C 6.078 17.925 6.390 -0.054
H 13.688 17.077 4.445 0.072
H 14.109 18.673 3.736 0.095
H 13.296 17.431 2.808 0.098
H 11.563 20.162 3.542 0.150
H 13.085 20.139 4.421 0.094
H 11.085 21.268 5.803 0.125
H 11.805 19.910 6.630 0.136
H 8.961 20.497 4.352 0.121
H 8.463 20.819 6.006 0.152
H 7.443 18.762 4.086 0.149
H 6.657 19.936 5.156 0.146
H 5.966 17.172 7.164 0.097
H 5.596 17.533 5.488 0.100
H 5.540 18.857 6.582 0.095
C 21.457 18.224 10.444 -0.111
O 21.021 17.899 11.695 -0.196
C 20.493 18.901 12.504 -0.227
C 20.081 18.303 13.790 -0.107
N 21.183 17.669 14.635 0.106
H 21.215 16.712 14.333 0.140
H 22.061 18.147 14.454 0.189
C 20.700 17.762 16.016 -0.126
C 21.439 16.989 17.081 -0.235
O 22.187 15.992 16.504 -0.205
C 22.861 15.092 17.349 -0.068
H 22.493 18.609 10.428 0.102
H 20.905 19.135 10.108 0.103
H 21.263 17.303 9.920 0.096
H 19.649 19.333 11.941 0.147
H 21.259 19.689 12.763 0.153
H 19.371 17.493 13.634 0.115
H 19.578 19.115 14.327 0.145
H 19.691 17.428 15.973 0.088
H 20.680 18.825 16.339 0.155
H 20.726 16.630 17.904 0.153
H 22.133 17.604 17.714 0.137
H 22.094 14.428 17.805 0.110
H 23.388 15.556 18.161 0.088
H 23.563 14.613 16.709 0.082
P 18.116 14.862 15.150 0.257
F 18.604 13.460 15.774 -0.158
F 16.572 14.669 15.490 -0.122
F 18.400 15.658 16.554 -0.157
F 17.881 16.251 14.363 -0.162
F 19.848 15.050 14.707 -0.257
F 17.921 14.115 13.730 -0.168
```

As for the HOMO energy: -9.08 eV. As for the net charge: +4. For the energy, the calculation gives -3245.8326 hartree.